The following is a quantum chemistry calculation of an isolated ion of composition C4H11NOS and charge +1 in a non-equilibrium geometry, from OMol25.

As for the HOMO energy (alpha / beta): -13.96 / -13.85 eV. Its expectation value of S² is 0.754. Its molar mass is 121.2 g mol⁻¹. As for the total charge: +1. As for the spin multiplicity: 2. The strongest force on any atom is 2.5 eV/A. The energy is -18689.8412 eV. Its energy above the lowest of the compared OMol25 structures with the same formula, charge and spin is 28.6 kcal/mol. As for the gap between HOMO and LUMO (alpha / beta): 11.15 / 5.69 eV.

Last column: Löwdin spin population.
Atoms and positions in Å:
C -0.904 -0.820 0.136  0.080
N -0.181 0.152 0.933  0.624
C 0.319 -0.237 2.232  0.084
O 0.863 0.841 2.941  0.021
C -0.536 -0.699 -1.345  0.007
C -0.304 0.683 -1.899  0.005
S 1.234 1.532 -1.315  0.037
H -1.985 -0.737 0.278  0.029
H -0.614 -1.795 0.554  0.025
H 0.659 0.555 0.443  0.017
H -0.521 -0.604 2.831  0.021
H 1.046 -1.051 2.111  0.045
H 0.939 1.588 2.328  0.001
H 0.397 -1.247 -1.504  0.001
H -1.304 -1.238 -1.901  -0.001
H -0.179 0.624 -2.973  0.002
H -1.046 1.453 -1.680  0.000
H 2.115 0.999 -2.173  0.001